The following is a DFT calculation (ωB97M-V with the def2-TZVPD basis set) of the molecule C8H18S2Si.

```
29
Properties=species:S:1:pos:R:3:lowdin_charge:R:1
S -0.154 -1.695 0.585 0.807
S -2.026 0.352 -1.360 0.737
Si 1.314 0.909 1.020 0.544
C 2.906 0.948 2.102 -0.174
C 1.358 -0.371 -1.467 -0.117
C -1.042 -2.536 -0.845 -0.417
C 1.735 2.318 -0.248 -0.199
C -3.054 -1.071 -1.551 -0.656
C -2.614 -2.270 -0.840 -0.315
C 0.839 -0.423 -0.274 -0.714
C -0.051 1.507 2.214 -0.172
H 2.817 2.496 -0.289 0.019
H 1.293 3.276 0.142 0.038
H -3.136 -2.281 0.070 0.083
H -0.802 -3.586 -0.777 0.053
H 1.296 2.028 -1.260 0.029
H -2.405 0.292 0.044 -0.034
H 2.623 1.357 3.031 -0.005
H -0.613 -2.150 -1.772 0.054
H -2.948 -1.158 -2.605 0.050
H -0.791 2.060 1.737 -0.001
H 3.726 1.526 1.611 0.033
H 1.952 0.491 -1.729 0.032
H -0.371 0.620 2.822 0.049
H 1.186 -0.967 -2.356 0.066
H -4.064 -0.805 -1.481 0.058
H 3.540 0.044 2.220 0.033
H 0.544 2.204 2.713 -0.008
H -3.057 -3.112 -1.455 0.127
```

Computed properties:
Highest occupied orbital energy ... -8.3567 eV
Largest force on an atom ... 0.07353 hartree/bohr
LUMO ... 0.65 eV

=====

The following is a DFT calculation (ωB97M-V with the def2-TZVPD basis set) of the molecule C8H18Si.

```
27
Properties=species:S:1:pos:R:3:lowdin_charge:R:1
Si -0.536 0.935 0.243 0.656
C 0.591 -1.333 1.552 -0.047
C -2.387 0.493 0.881 -0.180
C -0.388 1.919 -1.438 -0.190
C -0.540 -1.771 -0.810 -0.147
C 0.331 -0.839 -0.052 -0.575
C 1.657 -0.693 -0.677 -0.223
C 1.964 -0.944 -1.945 -0.013
C 0.356 1.796 1.748 -0.196
H 1.222 -1.096 -2.717 0.054
H 2.551 -0.449 -0.108 0.102
H -2.629 -0.511 0.324 0.042
H 1.545 -0.746 1.806 0.086
H 2.940 -0.872 -2.394 0.051
H -1.008 2.803 -1.630 0.011
H -1.024 -1.196 -1.638 0.079
H 0.226 -2.402 -1.385 0.090
H -2.450 0.425 2.035 0.047
H 0.806 2.177 -1.527 0.084
H -0.363 1.186 -2.253 -0.001
H 1.435 1.801 1.660 0.014
H 0.144 1.203 2.744 0.065
H -3.130 1.214 0.581 -0.012
H -0.245 -0.935 2.134 0.024
H -1.333 -2.452 -0.370 0.100
H 0.429 -2.437 1.425 0.085
H -0.164 2.725 1.812 -0.002
```

Computed properties:
Highest occupied orbital energy ... -8.6539 eV
Largest force on an atom ... 0.08195 hartree/bohr
LUMO ... 0.82 eV

=====

The following is a DFT calculation (ωB97M-V with the def2-TZVPD basis set) of the molecule C8H18Si2.

```
28
Properties=species:S:1:pos:R:3:lowdin_charge:R:1
Si 1.882 -0.939 0.365 0.740
Si -1.486 -0.602 0.249 0.516
C 2.057 1.883 0.254 -0.101
C -0.952 -1.526 -1.409 -0.185
C -3.219 -0.019 -0.200 -0.205
C -0.241 0.895 0.451 -0.383
C -0.893 2.250 0.457 -0.110
C 3.376 -1.210 -0.794 -0.308
C -1.560 -1.371 1.916 -0.046
C 1.055 0.745 0.257 -0.468
H -3.280 0.541 -1.159 0.049
H 2.399 1.941 1.230 0.055
H 1.591 2.822 -0.064 0.080
H -0.578 2.758 -0.458 0.074
H -0.348 -0.838 -2.055 0.049
H -1.942 2.249 0.415 0.022
H 2.973 -2.079 -1.479 0.043
H -0.368 2.895 1.314 0.130
H -1.869 -1.953 -1.712 -0.007
H 2.879 1.498 -0.287 0.032
H -2.504 -1.865 2.134 -0.006
H 4.201 -1.656 -0.379 -0.046
H 1.762 -2.396 1.007 -0.023
H -0.788 -1.199 2.673 0.006
H 3.673 -0.348 -1.513 0.052
H -0.243 -2.336 -1.355 -0.009
H -3.889 -0.833 -0.358 0.013
H -3.687 0.694 0.502 0.035
```

Computed properties:
Highest occupied orbital energy (spin up / spin down) ... -8.7093 / -5.9830 eV
Largest force on an atom ... 0.08963 hartree/bohr
LUMO (spin up / spin down) ... 0.16 / -0.60 eV

=====

The following is a DFT calculation (ωB97M-V with the def2-TZVPD basis set) of a cluster of 3 separate species, C8H19Br4NO in total.

```
33
Properties=species:S:1:pos:R:3:lowdin_charge:R:1
Br -2.979 2.766 -3.661 0.616
Br -7.134 4.201 -1.705 0.525
Br -2.813 2.153 0.885 0.656
Br 1.569 0.657 2.153 0.703
O 1.590 -2.741 1.726 0.027
N 4.444 -3.115 0.731 0.084
C 2.102 -2.347 0.399 -0.081
C -0.842 2.097 1.254 -0.638
C -5.556 3.815 -2.932 -0.633
C 3.588 -1.942 0.622 -0.449
C -4.191 3.383 -2.269 -0.709
C 0.270 -3.063 1.763 -0.021
C -0.316 0.657 1.394 -0.607
C 4.169 -1.110 -0.497 -0.046
H 5.250 -0.974 -0.490 0.101
H -0.948 0.134 2.111 0.046
H -4.430 2.580 -1.572 0.001
H 3.745 -0.105 -0.499 0.077
H -0.419 0.051 0.494 0.051
H -0.276 -2.279 1.239 0.111
H -0.316 2.660 0.483 0.061
H -3.785 4.227 -1.711 0.052
H 3.719 -1.415 1.567 0.118
H 3.883 -1.542 -1.456 0.090
H 4.181 -3.586 -0.122 0.084
H -5.436 4.762 -3.459 0.041
H 2.083 -3.223 -0.249 0.158
H -5.892 3.088 -3.672 0.039
H 0.212 -4.017 1.238 0.152
H -0.227 -3.237 2.718 0.133
H 1.410 -1.623 -0.030 0.124
H 3.958 -3.649 1.437 0.077
H -0.613 2.736 2.107 0.056
```

Computed properties:
Net charge ... +1
Multiplicity ... 2
Highest occupied orbital energy (spin up / spin down) ... -11.8929 / -11.8928 eV
Largest force on an atom ... 0.04740 hartree/bohr
<S²> ... 0.7546
LUMO (spin up / spin down) ... -2.99 / -9.35 eV

=====

The following is a DFT calculation (ωB97M-V with the def2-TZVPD basis set) of a structure of composition C8H19GaNO.

```
30
Properties=species:S:1:pos:R:3:lowdin_charge:R:1
Ga 1.314 -1.600 -0.027 0.372
O 1.638 1.347 -0.523 -0.261
N -3.902 -1.731 -2.121 0.134
C 2.406 0.144 -0.243 -0.280
C 1.398 -2.272 1.901 -0.361
C 0.125 3.014 0.230 -0.084
C -3.536 0.654 -3.103 -0.075
C 1.204 -1.207 2.990 -0.223
C -3.771 -0.681 -2.568 -0.296
C 0.921 1.777 0.598 -0.362
C -0.605 -1.187 -0.574 -0.243
H 1.619 1.992 1.427 0.109
H 0.715 3.644 -0.438 0.069
H 1.816 -1.376 3.884 0.043
H -0.726 -0.113 -0.759 -0.037
H 1.441 -0.197 2.642 0.021
H -1.335 -1.480 0.188 -0.017
H 3.045 0.370 0.631 0.043
H -0.798 2.754 -0.293 0.060
H -0.875 -1.708 -1.496 -0.036
H 0.166 -1.167 3.335 0.051
H 1.984 -2.735 -0.998 -0.082
H -3.972 0.745 -4.096 0.073
H -2.461 0.824 -3.154 0.083
H -0.142 3.605 1.109 0.063
H 0.626 -3.045 1.994 0.018
H 2.345 -2.801 2.051 0.014
H 0.259 0.972 0.952 0.091
H -3.979 1.396 -2.441 0.078
H 3.081 0.064 -1.100 0.033
```

Computed properties:
Net charge ... -1
Highest occupied orbital energy ... -3.9672 eV
Largest force on an atom ... 0.00733 hartree/bohr
LUMO ... 2.91 eV

=====

The following is a DFT calculation (ωB97M-V with the def2-TZVPD basis set) of a cluster of 2 separate species, C8H19N2O3S in total.

```
33
Properties=species:S:1:pos:R:3:lowdin_charge:R:1
S 1.182 1.402 -0.682 1.054
O -2.861 4.294 0.694 0.002
O 2.717 1.134 -1.110 -0.276
O 1.231 1.907 0.646 -0.373
N -1.483 2.454 -0.101 0.168
N 0.463 -0.475 -0.431 -0.324
C -2.400 5.179 1.702 -0.021
C -0.108 -0.334 -2.831 -0.076
C -0.102 -0.511 0.868 -0.304
C 2.436 -1.956 0.298 -0.039
C -2.125 3.351 0.300 -0.303
C 1.401 -1.597 -0.793 -0.182
C -0.641 -0.469 -1.403 -0.259
C -0.941 -1.739 1.222 -0.047
H 1.981 -1.639 1.258 0.075
H -0.947 -0.087 -3.390 0.063
H 0.750 -2.414 -1.170 0.147
H -1.252 -1.409 -1.527 0.154
H -0.678 0.575 1.045 0.154
H -1.257 0.353 -1.116 0.075
H 2.682 -3.015 0.123 0.098
H 0.720 -0.465 1.606 0.108
H 0.297 -1.193 -3.441 0.119
H -1.363 -1.626 2.294 0.126
H 3.560 1.196 -0.547 0.155
H -0.404 -2.565 0.994 0.029
H 0.551 0.538 -2.772 0.040
H -1.978 -1.753 0.656 0.121
H 3.436 -1.540 0.126 0.079
H -2.832 6.165 1.484 0.109
H -2.721 4.870 2.736 0.111
H 2.107 -1.298 -1.516 0.092
H -1.280 4.998 1.822 0.124
```

Computed properties:
Net charge ... +1
Highest occupied orbital energy ... -13.8559 eV
Largest force on an atom ... 0.11798 hartree/bohr
LUMO ... -3.27 eV

=====

- largest force on an atom of number 4 (C8H19Br4NO)?
  0.04740 hartree/bohr

=====

- Look up the largest force on an atom of the second one.
  0.08195 hartree/bohr